# 1
{"formula": "C49H32MgN5OS", "method": "wB97M-V/def2-TZVPD", "species": ["C", "C", "H", "H", "H", "C", "H", "H", "C", "H", "C", "N", "H", "C", "O", "H", "H", "C", "C", "C", "C", "C", "C", "C", "H", "H", "C", "C", "C", "C", "C", "H", "H", "C", "H", "C", "C", "C", "H", "C", "C", "H", "C", "H", "H", "C", "H", "C", "H", "C", "Mg", "C", "C", "C", "C", "N", "C", "C", "H", "C", "C", "H", "C", "H", "N", "C", "H", "N", "N", "S", "C", "C", "C", "C", "H", "C", "H", "C", "H", "C", "H", "C", "C", "C", "C", "H", "H", "H", "H"], "positions_angstrom": [[3.9370, -1.6370, -0.7802], [-2.8857, -1.5675, -0.4916], [-2.5733, -4.4282, -1.3428], [4.3109, 2.9052, 2.3329], [-0.0352, 3.9679, 3.1651], [-0.4206, -4.1736, -1.2595], [4.6339, -2.4067, -1.0681], [-3.7261, 0.6432, 6.9567], [2.5013, -5.2916, -0.5383], [-2.4128, 2.3062, 8.2593], [-2.9156, 1.1888, 6.4883], [0.7063, 1.1552, 1.5967], [-3.1888, 4.0273, -2.8871], [2.8289, 1.5869, 0.4778], [-0.1799, 1.1024, -1.4175], [5.1964, 0.1282, -0.3898], [-4.4201, 0.5237, -1.1131], [1.7512, 1.9948, 1.2194], [3.9532, 2.5323, 0.2579], [4.2264, -0.3406, -0.4328], [2.5020, -4.1598, -1.3496], [1.7518, -2.9371, -0.9466], [5.6591, 4.0267, 1.0945], [-1.8243, 3.3264, -4.3728], [-0.4540, 3.3797, 7.1660], [6.1631, 4.4876, 1.9342], [-0.7901, 2.4461, 5.2793], [-5.6747, -2.6360, -2.8777], [3.1943, -6.4329, -0.9136], [-2.8479, -0.6872, 0.5828], [-0.0454, 1.8106, 2.4703], [3.2155, -3.3197, -3.1818], [2.1205, 4.1811, 1.6461], [-4.8125, -0.3947, -1.5293], [3.8686, 2.3399, -1.8693], [-6.4059, -1.4620, -2.9855], [-1.2503, 1.2831, 3.0700], [2.9875, 0.2650, -0.0749], [-0.0450, -5.1497, -1.5192], [4.3769, 2.8157, -1.0402], [-3.5607, 0.4115, 2.4224], [-6.4583, 0.6132, -2.4365], [-4.1045, -1.5925, -1.3390], [-7.2892, -1.4168, -3.6096], [-0.2708, 2.4016, -5.5990], [-5.9506, -0.3362, -2.3169], [0.6113, 1.0906, -3.6416], [2.5236, -1.7797, -0.6604], [-4.1633, 0.8950, 3.1711], [-4.0180, -0.2439, 1.3481], [-0.0067, -0.0645, 0.0540], [-0.2242, 1.7713, -3.5772], [-1.0940, 2.7091, 6.6052], [-1.7205, -3.7904, -1.1975], [-1.7307, -2.4013, -0.7847], [-1.7258, -0.2143, 1.1977], [3.9083, -5.3358, -2.9227], [-0.7241, 2.4917, -4.6232], [-5.9794, -3.5184, -3.4275], [-2.6104, 0.9275, 5.1636], [6.0615, 4.3126, -0.2018], [-5.0455, -0.4598, 1.1117], [4.6145, 3.1418, 1.3212], [3.1854, -7.3023, -0.2687], [-0.4821, -1.9829, -0.5976], [3.9010, -6.4589, -2.1076], [0.1055, 2.8857, 4.8767], [1.9798, -0.6112, -0.2273], [-0.7541, 1.8433, -2.3341], [-2.4291, 2.7402, -0.4443], [3.2163, -4.1949, -2.5447], [0.3715, -3.0293, -0.8967], [-4.5404, -2.6963, -2.0844], [5.4171, 3.7016, -1.2694], [6.8760, 5.0031, -0.3794], [-2.1781, 2.1052, 7.2222], [-3.1585, 0.1413, 4.6689], [-1.8219, 2.6535, -2.0146], [-2.2613, 3.9126, -5.1711], [-2.0964, 0.4756, 2.3008], [1.9547, -5.2651, 0.3958], [-1.5794, 1.5982, 4.4823], [-2.3430, 3.3934, -3.1128], [1.5400, 3.2921, 1.8315], [0.4490, 3.1805, 2.6135], [4.4523, -5.3469, -3.8587], [-3.9888, -3.6197, -2.0671], [5.7233, 3.9182, -2.2847], [4.4423, -7.3489, -2.4019]], "forces_ev_per_angstrom": [[0.043, 0.012, 0.033], [0.030, -0.087, 0.006], [0.076, -0.035, -0.008], [-0.014, 0.001, 0.004], [-0.013, 0.018, -0.002], [0.002, -0.036, 0.005], [0.011, -0.010, -0.018], [-0.006, -0.002, 0.004], [0.008, 0.019, 0.028], [-0.002, 0.005, 0.013], [-0.005, -0.002, 0.000], [0.196, 0.065, 0.066], [0.013, 0.000, -0.006], [0.037, -0.054, -0.088], [0.100, 0.372, -0.570], [0.017, -0.002, -0.003], [0.018, 0.031, 0.137], [-0.103, -0.097, 0.099], [0.002, -0.008, -0.002], [0.059, -0.038, -0.009], [0.021, -0.011, -0.022], [0.093, 0.005, 0.033], [0.004, -0.003, -0.021], [0.034, -0.029, -0.058], [0.002, 0.009, 0.003], [0.012, 0.012, 0.014], [-0.050, 0.011, -0.033], [-0.001, -0.009, -0.031], [0.020, -0.003, -0.017], [-0.057, 0.015, 0.077], [-0.177, 0.008, -0.026], [0.005, 0.012, -0.002], [0.027, -0.003, 0.005], [0.107, 0.048, -0.014], [0.000, -0.003, -0.009], [0.025, -0.001, 0.017], [0.074, 0.102, 0.170], [0.012, 0.121, 0.074], [0.019, -0.013, -0.008], [-0.019, 0.005, -0.024], [-0.041, 0.077, -0.073], [-0.009, -0.001, 0.012], [0.035, -0.092, -0.102], [-0.008, 0.000, -0.006], [-0.008, 0.003, -0.014], [-0.020, 0.010, -0.041], [-0.004, 0.004, -0.004], [-0.177, -0.084, -0.067], [0.011, 0.015, -0.040], [0.012, -0.023, -0.132], [-0.099, -0.249, 0.417], [-0.059, 0.016, -0.002], [0.007, -0.011, 0.012], [-0.032, 0.033, -0.019], [-0.083, 0.099, -0.014], [-0.028, -0.165, 0.081], [0.002, 0.011, -0.001], [0.011, -0.006, 0.050], [-0.011, -0.003, 0.001], [-0.006, -0.098, 0.070], [0.010, -0.007, 0.011], [-0.043, 0.012, -0.067], [0.004, -0.001, 0.038], [0.001, -0.014, 0.009], [0.031, -0.098, -0.016], [-0.010, -0.003, 0.005], [0.032, 0.041, -0.024], [0.095, 0.037, 0.042], [0.000, -0.109, 0.134], [-0.012, -0.006, -0.105], [-0.025, -0.006, -0.018], [-0.020, 0.117, -0.074], [-0.070, -0.025, 0.106], [-0.002, 0.003, 0.008], [0.008, 0.010, -0.004], [0.005, 0.007, -0.006], [0.060, 0.022, 0.079], [-0.012, 0.019, 0.007], [-0.002, 0.009, -0.009], [-0.016, 0.005, -0.152], [-0.010, -0.002, 0.008], [0.054, 0.020, -0.088], [-0.079, 0.038, 0.095], [0.002, 0.024, -0.040], [-0.015, -0.049, 0.092], [0.006, -0.006, -0.008], [-0.117, 0.011, 0.046], [0.007, 0.007, -0.016], [0.005, -0.012, -0.001]], "total_charge": -1, "largest_force_ha_per_bohr": 0.0134, "lumo_ha": 0.0581, "orbital_gap_ha": 0.1977, "total_energy_ev": -77114.8330, "homo_ev": -3.80}

***

# 2
{"formula": "C49H34CoF15GeN3OSSb", "method": "wB97M-V/def2-TZVPD", "species": ["C", "F", "C", "C", "C", "C", "C", "F", "F", "C", "C", "C", "C", "C", "C", "C", "S", "O", "C", "H", "H", "H", "F", "C", "C", "C", "C", "C", "H", "H", "F", "H", "H", "H", "H", "C", "C", "H", "C", "H", "H", "C", "H", "C", "C", "C", "H", "C", "C", "C", "H", "C", "H", "H", "F", "H", "N", "F", "C", "C", "F", "H", "H", "F", "F", "C", "C", "C", "C", "H", "F", "H", "C", "C", "Ge", "C", "N", "Sb", "C", "H", "F", "H", "H", "C", "N", "C", "H", "C", "F", "C", "C", "F", "C", "Co", "H", "H", "H", "C", "H", "F", "C", "H", "C", "H", "H", "H"], "positions_angstrom": [[3.3774, -3.9567, -0.8566], [-2.2318, -7.1557, 2.2946], [2.2311, 0.0307, -0.7625], [1.3463, 1.6870, -2.2351], [0.4467, -4.8231, 1.4418], [1.3739, 6.0943, -1.3131], [-1.0513, -6.5280, 2.3291], [-0.8559, -6.4679, -3.6719], [6.8593, -3.2338, -0.2640], [-3.9844, -0.5275, -1.0211], [-0.1358, -4.9237, -2.0319], [-2.0831, 5.4956, -3.4654], [1.3600, -5.2278, 2.4026], [-0.7653, -5.4982, 1.4547], [-1.7553, 0.9789, 5.5357], [-1.5589, 1.4421, 4.2388], [-0.3119, -1.6162, 1.2118], [-1.8170, 1.1558, 1.9309], [-5.0737, -1.3866, -1.2038], [-4.6942, 1.5125, -1.3299], [-2.2887, 0.0525, 5.7057], [-2.7920, 5.4485, -1.4429], [0.2889, -5.9747, -1.3144], [-2.6070, 2.8461, -0.8054], [-2.8113, -0.5826, 3.2043], [2.3204, 1.3783, -3.1672], [5.5319, -3.2260, -0.1472], [-0.9443, -2.8615, -3.6428], [2.3459, 6.5821, -1.2330], [2.8030, 3.2845, 1.4052], [-0.1793, -1.3331, -2.0931], [-1.8476, 3.1258, -0.0774], [-2.1650, -1.3351, 3.6617], [-0.7011, 2.9695, 3.0201], [-0.0941, 2.3108, -0.0766], [-2.0516, 0.7036, 3.0365], [4.7531, -3.9783, -1.0047], [-3.5495, 3.2662, -0.4347], [0.0322, -3.6326, -1.5544], [-1.6889, 1.6738, -3.1138], [2.3637, 1.9142, -4.1079], [-1.6021, 4.7507, -4.5358], [1.6854, 6.2478, 2.8290], [1.6136, 6.6083, 1.8022], [2.7301, -3.2022, 0.1065], [0.2150, 1.2691, -0.0154], [-6.0771, -1.1075, -1.4903], [-1.4667, 3.3775, -4.4065], [-0.3651, 3.3441, 5.1156], [2.7456, 3.9004, 0.5079], [-1.3368, 5.2401, -5.4645], [3.2074, -0.2917, -1.6779], [2.7489, 3.2376, -0.3572], [2.5932, 6.9666, 1.4833], [3.0253, -1.7841, 1.9734], [-3.6784, -0.4318, 3.8505], [5.0798, -0.1946, -4.6442], [-0.3585, -7.9031, 4.1124], [-2.2746, 3.4855, -2.1353], [-0.7085, -5.2050, -3.2557], [-1.6806, -4.4167, -5.2485], [-0.1785, 3.4325, 7.2530], [-1.4115, 1.3244, 7.6232], [2.5517, -4.6201, 2.5194], [5.3299, -4.7222, -1.9516], [-1.2601, 1.6937, 6.6170], [4.2666, 0.0608, -3.8696], [1.1122, -6.2554, 3.2966], [1.2585, 1.0056, -1.0130], [0.1809, 4.2648, 4.9521], [2.0304, -6.6132, 4.2021], [3.6077, 4.5666, 0.4633], [-0.1008, -6.9112, 3.2562], [-0.3637, -2.6161, -2.4110], [0.7299, -3.2260, 0.2674], [-0.8554, 2.6303, 4.0370], [-2.6814, 1.3950, -0.8484], [0.9216, 5.0275, 0.5003], [3.5502, -2.4868, 0.9647], [-2.1999, 6.5684, -3.5588], [2.6744, -4.7272, -1.6982], [1.3898, 5.3924, -2.1476], [0.6365, 2.4714, -2.4541], [3.2579, 0.3782, -2.9061], [-2.8583, -1.2381, -0.6604], [-3.8386, 0.8760, -1.0997], [2.1798, -0.4637, 0.1895], [-1.1264, -4.1628, -4.0622], [5.6817, -1.7705, 1.6914], [-0.5668, 2.8766, 6.4089], [4.9270, -2.4779, 0.8464], [-1.3204, -1.8518, -4.4314], [-2.4177, 4.8656, -2.2779], [-1.4003, 0.0526, -0.1026], [0.9051, 7.4370, 1.7770], [-5.1428, -3.5948, -0.9808], [-3.1242, -0.9426, 2.2257], [-4.5937, -2.6670, -0.9352], [-2.5391, -3.2826, -0.3100], [-1.7343, -5.1589, 0.5936], [-3.2395, -2.5185, -0.5956], [3.9427, -1.0567, -1.4534], [-1.8018, 2.7464, -3.2130], [0.6167, 1.0946, 0.9872], [-1.0908, 2.7874, -5.2334], [0.6043, 6.8414, -1.5103]], "forces_ev_per_angstrom": [[-0.071, 0.111, 0.019], [0.037, 0.027, -0.006], [0.140, -0.042, -0.126], [0.069, -0.083, -0.065], [-0.087, -0.010, 0.077], [-0.029, -0.013, -0.012], [-0.071, -0.064, 0.011], [0.004, 0.012, 0.002], [-0.019, 0.000, 0.002], [-0.008, -0.251, -0.205], [-0.011, 0.080, 0.040], [-0.005, -0.003, 0.006], [-0.013, 0.056, -0.134], [0.086, 0.098, -0.047], [-0.039, -0.054, -0.030], [0.090, 0.134, 0.066], [0.214, -0.009, 0.033], [-0.222, -0.013, 0.157], [0.005, 0.145, -0.010], [-0.020, -0.004, -0.014], [0.004, 0.007, -0.001], [0.005, 0.005, 0.008], [-0.088, -0.038, 0.103], [-0.018, -0.089, -0.099], [0.020, 0.032, 0.019], [-0.048, 0.032, -0.002], [0.053, -0.020, -0.034], [-0.040, 0.092, -0.072], [-0.005, -0.016, 0.004], [-0.006, 0.012, -0.007], [0.054, 0.042, 0.015], [0.033, 0.036, 0.056], [-0.021, 0.013, -0.009], [0.005, 0.007, 0.001], [-0.136, 0.077, -0.049], [-0.007, -0.140, -0.191], [0.056, 0.004, -0.014], [-0.035, -0.028, -0.062], [0.140, -0.001, 0.043], [-0.003, 0.004, 0.000], [0.003, 0.002, 0.007], [0.008, 0.006, -0.010], [-0.006, -0.009, -0.018], [0.047, -0.013, -0.025], [-0.123, -0.014, -0.107], [0.076, 0.176, 0.117], [0.027, 0.019, -0.008], [0.002, -0.020, 0.048], [0.015, 0.019, 0.009], [-0.005, 0.016, 0.034], [-0.005, -0.001, 0.000], [0.029, 0.034, -0.097], [0.006, 0.007, 0.013], [-0.008, -0.013, -0.006], [0.009, 0.011, -0.013], [-0.007, 0.005, 0.010], [-0.006, 0.008, 0.004], [0.011, 0.039, -0.036], [0.066, 0.043, 0.009], [-0.039, -0.045, -0.001], [0.014, 0.008, 0.038], [-0.001, -0.002, 0.003], [-0.005, -0.005, -0.008], [-0.024, -0.072, 0.072], [0.000, 0.007, 0.012], [0.001, 0.004, 0.037], [0.070, -0.040, -0.053], [0.057, -0.022, 0.056], [-0.069, 0.003, 0.007], [-0.004, -0.006, -0.011], [-0.026, 0.014, -0.031], [-0.021, 0.013, 0.000], [-0.021, -0.067, 0.065], [-0.028, -0.107, 0.052], [-0.088, -0.038, -0.013], [-0.031, -0.038, -0.035], [-0.157, 0.135, 0.091], [-0.041, 0.059, 0.008], [-0.091, -0.004, -0.018], [0.006, 0.002, -0.001], [0.086, -0.030, -0.070], [-0.008, -0.002, 0.012], [-0.075, 0.076, -0.021], [-0.077, 0.009, 0.114], [-0.603, 0.541, 0.365], [0.184, 0.009, 0.094], [0.049, -0.135, 0.214], [-0.018, -0.022, -0.071], [0.011, 0.002, 0.002], [-0.011, -0.025, -0.031], [0.005, 0.032, 0.071], [0.008, -0.029, 0.028], [0.072, -0.033, 0.002], [0.542, -0.503, -0.317], [0.007, -0.010, 0.002], [0.021, -0.001, 0.012], [0.004, 0.004, 0.017], [0.119, -0.069, -0.002], [0.019, -0.058, 0.074], [0.050, -0.037, -0.058], [0.048, -0.040, -0.072], [-0.009, 0.034, -0.036], [-0.065, 0.009, -0.015], [-0.033, 0.023, -0.005], [-0.008, 0.002, 0.002], [0.027, -0.012, 0.011]], "total_charge": -1, "largest_force_ha_per_bohr": 0.0173, "multiplicity": 2, "lumo_ha": [0.0711, 0.0710], "orbital_gap_ha": [0.2607, 0.2621], "de_lowest_ev": 0.274, "total_energy_ev": -210161.0905, "homo_ev": [-5.16, -5.20]}